Record 1
The following is a DFT calculation (ωB97M-V with the def2-TZVPD basis set) of 7 unconnected molecules or ions with the total composition C38H32BF5NO15 at a distorted geometry.

Each atom is followed by the atoms it is bonded to, with distances in Å.
Geometry (Å):
1 N -8.67565 33.34721 -28.90554  O2 1.251, O3 1.261, O4 1.232
2 O -8.24761 33.74314 -27.79874  N1 1.251
3 O -7.94460 33.37121 -29.93286  N1 1.261
4 O -9.80799 32.86952 -28.99193  N1 1.232
5 C -12.84721 29.92848 -32.45712  O6 1.488, O7 1.287, C8 1.545, H19 1.125
6 O -12.03791 31.12743 -32.10672  C5 1.488, C12 1.380
7 O -13.57092 29.59710 -31.44602  C5 1.287
8 C -13.55352 30.23748 -33.79584  C5 1.545, F9 1.370, F10 1.354, F11 1.348
9 F -12.70912 30.14794 -34.87064  C8 1.370
10 F -14.55291 29.38172 -34.11717  C8 1.354
11 F -14.12014 31.46007 -33.78257  C8 1.348
12 C -10.84110 31.29001 -32.77330  O6 1.380, C13 1.532, H17 1.104, H18 1.118
13 C -10.10326 32.62018 -32.58694  C12 1.532, H14 1.092, H15 1.092, H16 1.085
14 H -9.03411 32.44412 -32.45447  C13 1.092
15 H -10.19503 33.22051 -33.49429  C13 1.092
16 H -10.42064 33.26172 -31.77142  C13 1.085
17 H -10.91454 31.04407 -33.84677  C12 1.104
18 H -10.08124 30.50655 -32.53237  C12 1.118
19 H -12.12641 29.07820 -32.61043  C5 1.125
20 B -17.47938 27.00274 -33.42419  H21 1.210, H22 1.212, H23 1.207, H24 1.196
21 H -18.12877 27.12729 -34.43722  B20 1.210
22 H -18.12460 26.46692 -32.54981  B20 1.212
23 H -16.49270 26.31594 -33.53691  B20 1.207
24 H -17.06255 28.06749 -33.07370  B20 1.196
25 C -7.04099 34.66749 -37.86911  C26 1.519, O30 1.410, H32 1.088, H33 1.091
26 C -8.25129 35.56497 -37.67661  C25 1.519, O27 1.394, F31 1.371, H34 1.090
27 O -9.05620 34.80894 -36.82580  C26 1.394, C28 1.378
28 C -8.24301 34.00252 -36.05901  O27 1.378, O29 1.173, O30 1.372
29 O -8.54822 33.21022 -35.24920  C28 1.173
30 O -6.99793 33.98495 -36.63608  C25 1.410, C28 1.372
31 F -8.86936 35.73330 -38.88842  C26 1.371
32 H -6.13128 35.24950 -38.00339  C25 1.088
33 H -7.21546 33.98962 -38.70634  C25 1.091
34 H -7.99481 36.56298 -37.32074  C26 1.090
35 C -8.04905 36.60786 -31.70515  C36 1.513, O40 1.427, H42 1.087, H43 1.089
36 C -8.12214 36.58234 -30.19433  C35 1.513, O37 1.384, F41 1.403, H44 1.089
37 O -9.42668 36.28270 -29.84366  C36 1.384, C38 1.376
38 C -10.08822 35.84228 -30.96728  O37 1.376, O39 1.175, O40 1.357
39 O -11.17517 35.39678 -30.96503  C38 1.175
40 O -9.36549 36.18839 -32.06259  C35 1.427, C38 1.357
41 F -7.83650 37.84988 -29.66538  C36 1.403
42 H -7.31674 35.91442 -32.10963  C35 1.087
43 H -7.91230 37.63159 -32.05157  C35 1.089
44 H -7.38514 35.94273 -29.71167  C36 1.089
45 C -3.05955 27.28618 -26.29298  C46 1.394, C50 1.385, H61 1.083
46 C -3.90358 27.52953 -25.21020  C45 1.394, C47 1.386, H62 1.083
47 C -5.20615 27.93613 -25.45101  C46 1.386, C48 1.388, H63 1.084
48 C -5.64017 28.26654 -26.72743  C47 1.388, C49 1.393, C59 1.503
49 C -4.75628 28.11440 -27.79322  C48 1.393, C50 1.389, C51 1.497
50 C -3.45169 27.70018 -27.55467  C45 1.385, C49 1.389, H64 1.083
51 C -5.19710 28.24257 -29.21817  C49 1.497, O52 1.219, C53 1.472
52 O -4.43143 28.00340 -30.13552  C51 1.219
53 C -6.59524 28.63641 -29.45642  C51 1.472, C54 1.387, C58 1.402
54 C -7.08561 28.81534 -30.74139  C53 1.387, C55 1.389, H65 1.082
55 C -8.41439 29.16780 -30.93887  C54 1.389, C56 1.384, H66 1.083
56 C -9.28409 29.29761 -29.86976  C55 1.384, C57 1.387, H67 1.086
57 C -8.81610 29.17250 -28.57048  C56 1.387, C58 1.394, H68 1.079
58 C -7.47689 28.83317 -28.38399  C53 1.402, C57 1.394, C59 1.494
59 C -7.09030 28.58530 -26.96246  C48 1.503, C58 1.494, O60 1.208
60 O -7.84564 28.66350 -26.02296  C59 1.208
61 H -2.11570 26.80358 -26.07010  C45 1.083
62 H -3.56985 27.32016 -24.20186  C46 1.083
63 H -5.92729 28.05250 -24.65040  C47 1.084
64 H -2.73687 27.77209 -28.36541  C50 1.083
65 H -6.47300 28.68235 -31.62317  C54 1.082
66 H -8.75018 29.48675 -31.91777  C55 1.083
67 H -10.33058 29.49540 -30.08026  C56 1.086
68 H -9.46278 29.24845 -27.71040  C57 1.079
69 C 0.78332 33.56498 -35.66102  C70 1.396, C74 1.378, H85 1.084
70 C 0.01889 34.55870 -36.27500  C69 1.396, C71 1.382, H86 1.083
71 C -1.34685 34.60352 -36.07058  C70 1.382, C72 1.389, H87 1.081
72 C -1.92218 33.74524 -35.14180  C71 1.389, C73 1.388, C83 1.493
73 C -1.14063 32.83643 -34.44232  C72 1.388, C74 1.397, C75 1.500
74 C 0.21742 32.70773 -34.74313  C69 1.378, C73 1.397, H88 1.081
75 C -1.70279 32.10685 -33.25877  C73 1.500, O76 1.210, C77 1.484
76 O -0.98000 31.47870 -32.51892  C75 1.210
77 C -3.17673 32.16087 -33.09859  C75 1.484, C78 1.396, C82 1.409
78 C -3.75372 31.43960 -32.05146  C77 1.396, C79 1.389, H89 1.083
79 C -5.13168 31.37900 -31.88490  C78 1.389, C80 1.381, H90 1.078
80 C -5.91433 32.21292 -32.65857  C79 1.381, C81 1.376, H91 1.086
81 C -5.36835 33.06619 -33.59047  C80 1.376, C82 1.396, H92 1.079
82 C -4.00900 32.97311 -33.89362  C77 1.409, C81 1.396, C83 1.481
83 C -3.38629 33.88074 -34.88411  C72 1.493, C82 1.481, O84 1.214
84 O -4.06263 34.74066 -35.40939  C83 1.214
85 H 1.84661 33.49989 -35.85931  C69 1.084
86 H 0.52320 35.14194 -37.03592  C70 1.083
87 H -1.89906 35.31622 -36.66669  C71 1.081
88 H 0.78501 31.95177 -34.21844  C74 1.081
89 H -3.13535 30.88490 -31.35637  C78 1.083
90 H -5.48444 30.63830 -31.18632  C79 1.078
91 H -6.97692 32.27288 -32.44382  C80 1.086
92 H -5.98450 33.75324 -34.14979  C81 1.079

Its HOMO-LUMO gap is 2.213 eV. Its total energy is -86385.0824 eV. As for the charge: -3.

Mulliken population analysis, charges in e, atoms 1 to 4:
1. N 0.853
2. O -0.747
3. O -0.476
4. O -0.575


Record 2
The following is a DFT calculation (ωB97M-V with the def2-TZVPD basis set) of C6H12O in the gas phase at a distorted geometry.

Each atom is followed by the atoms it is bonded to, with distances in Å.
Geometry (Å):
1 C 0.53837 0.12845 2.67409  C2 1.528, H8 1.096, H9 1.096, H10 1.095
2 C 0.64731 -0.35449 1.22862  C1 1.528, C3 1.532, H11 1.098, H12 1.100
3 C -0.63104 -0.13090 0.41490  C2 1.532, C4 1.519, H13 1.098, H14 1.100
4 C -0.56016 -0.71606 -0.98561  C3 1.519, C5 1.524, C6 1.524, H15 1.108
5 C -1.15916 0.00524 -2.18658  C4 1.524, C6 1.475, H16 1.237, H17 1.106
6 C 0.30814 -0.08102 -2.06517  C4 1.524, C5 1.475, O7 1.529, H18 1.086
7 O 0.64360 1.40153 -1.89829  C6 1.529, H19 0.971
8 H 0.30089 1.19765 2.72099  C1 1.096
9 H -0.25561 -0.40710 3.20694  C1 1.096
10 H 1.47222 -0.02910 3.22459  C1 1.095
11 H 0.89960 -1.42339 1.21658  C2 1.098
12 H 1.48711 0.15062 0.72910  C2 1.100
13 H -0.85401 0.94140 0.34074  C3 1.098
14 H -1.48584 -0.56647 0.95266  C3 1.100
15 H -0.52755 -1.82314 -0.94679  C4 1.108
16 H -0.81614 1.18325 -2.03013  C5 1.237
17 H -1.81425 -0.49402 -2.92448  C5 1.106
18 H 1.07141 -0.56046 -2.67115  C6 1.086
19 H 0.82191 1.67182 -0.98242  O7 0.971

Its HOMO-LUMO gap is 10.696 eV. Its total energy is -8460.9909 eV. For the energy above the lowest of the compared OMol25 structures with the same formula, charge and spin, the calculation gives 77.55 kcal per mole.

Mulliken population analysis, charges in e, atoms 1 to 4:
1. C -1.257
2. C -0.162
3. C -0.884
4. C -0.135


Record 3
The following is a DFT calculation (ωB97M-V with the def2-TZVPD basis set) of C11H11N3O in the gas phase at a distorted geometry.

Each atom is followed by the atoms it is bonded to, with distances in Å.
Geometry (Å):
1 H 0.71290 2.67256 0.51908  N2 1.006
2 N 1.65801 2.58356 0.18634  H1 1.006, C3 1.247
3 C 2.22597 1.48460 0.34284  N2 1.247, C4 1.480, C9 1.550
4 C 3.53803 1.21688 -0.28760  C3 1.480, C5 1.604, H17 1.122, H18 1.049
5 C 4.30407 -0.18858 -0.17948  C4 1.604, O6 1.185, C7 1.405
6 O 5.39788 -0.38673 -0.59001  C5 1.185
7 C 3.56243 -0.92719 0.75714  C5 1.405, C8 1.231
8 C 2.45493 -0.65062 1.21867  C7 1.231, C9 1.428
9 C 1.54120 0.44611 1.26836  C3 1.550, C8 1.428, N10 1.800, H19 1.105
10 N 0.05916 -0.06344 0.38249  C9 1.800, N11 1.315, C15 1.388
11 N -0.85893 0.82702 0.07554  N10 1.315, C12 1.337
12 C -2.03792 0.19738 0.07239  N11 1.337, C13 1.531, C14 1.398
13 C -3.39925 0.83128 -0.22329  C12 1.531, H20 1.040, H21 0.991, H22 1.141
14 C -1.87969 -1.14786 0.41646  C12 1.398, C15 1.422, H23 1.094
15 C -0.48250 -1.31934 0.61815  N10 1.388, C14 1.422, C16 1.448
16 C 0.19965 -2.57364 0.85799  C15 1.448, H24 1.143, H25 1.039, H26 1.165
17 H 4.30160 1.92929 0.12151  C4 1.122
18 H 3.44260 1.42826 -1.31044  C4 1.049
19 H 1.02317 0.85458 2.15443  C9 1.105
20 H -3.90946 0.61420 0.65699  C13 1.040
21 H -3.50565 1.81447 -0.28754  C13 0.991
22 H -3.79352 0.34354 -1.17593  C13 1.141
23 H -2.74399 -1.81638 0.47582  C14 1.094
24 H -0.01448 -3.02565 1.88567  C16 1.143
25 H 0.09971 -3.39328 0.22752  C16 1.039
26 H 1.30502 -2.28037 1.08131  C16 1.165

Its HOMO-LUMO gap is 8.267 eV. Its total energy is -18096.3455 eV. For the energy above the lowest of the compared OMol25 structures with the same formula, charge and spin, the calculation gives 140.97 kcal per mole.

Mulliken population analysis, charges in e, atoms 1 to 4:
1. H 0.307
2. N -0.691
3. C 0.274
4. C -0.532


Number 1: HOMO 0.8 eV. Number 2: HOMO -9.7 eV. Number 3: HOMO -9.0 eV.